1.
This record from the Open Molecules 2025 dataset describes a 2-piece molecular cluster, C5H14N overall in a non-equilibrium geometry. The level of theory is ωB97M-V/def2-TZVPD.

Geometry as ORCA input:
```
! wB97M-V def2-TZVPD RIJCOSX def2/J DEFGRID3
* xyz 1 1
C 2.506 -0.227 0.824
C 2.158 1.125 1.443
H 3.468 -0.097 0.315
H 1.745 -0.521 0.107
H 2.604 -1.021 1.549
H 2.130 1.988 0.756
H 1.184 1.169 1.900
H 2.843 1.383 2.250
C -0.885 -0.521 0.809
C -1.407 -0.355 -0.605
C -2.699 -0.208 -0.951
N -0.404 -0.032 -1.655
H -1.729 -0.606 1.493
H -0.151 -1.310 0.879
H -0.359 0.411 1.117
H -2.974 0.064 -1.981
H -3.523 -0.251 -0.233
H 0.535 -0.391 -1.437
H -0.297 0.989 -1.730
H -0.690 -0.464 -2.535
*
```

Computed properties:
gap between HOMO and LUMO = 0.406 hartree
largest force on an atom = 2.31 eV Å⁻¹
energy relative to the best compared isomer or geometry (same formula, charge and spin) = 1.347 eV
HOMO energy = -14.80 eV

2.
This record from the Open Molecules 2025 dataset describes C42H39BrCl2FIN4NiO5S as an isolated structure in a non-equilibrium geometry. The level of theory is ωB97M-V/def2-TZVPD.

Geometry as ORCA input:
```
! wB97M-V def2-TZVPD RIJCOSX def2/J DEFGRID3
* xyz 0 1
Ni 0.191 2.086 -1.591
F 5.436 -1.640 0.640
C 4.213 -2.073 0.222
C 3.221 -1.171 -0.041
C 2.000 -1.626 -0.546
C 0.946 -0.626 -0.838
O 1.188 0.574 -0.609
C -0.281 -1.157 -1.365
C -0.383 -2.493 -1.559
N 0.585 -3.414 -1.290
C 0.400 -4.803 -1.615
C 0.097 -5.796 -0.526
C -0.957 -5.416 -1.525
C 1.798 -2.993 -0.775
C 2.815 -3.901 -0.450
C 4.024 -3.446 0.045
N 5.058 -4.394 0.341
C 5.955 -4.681 -0.759
C 6.671 -5.993 -0.496
N 7.393 -5.883 0.822
C 6.446 -5.538 1.944
C 5.776 -4.225 1.587
C -1.537 -0.328 -1.672
O -2.568 -0.977 -1.847
O -1.423 0.928 -1.696
H 3.365 -0.108 0.101
H -1.316 -2.867 -1.955
H 1.043 -5.143 -2.421
H -0.013 -5.404 0.475
H 0.553 -6.775 -0.589
H -1.774 -4.806 -1.169
H -1.230 -6.121 -2.295
H 2.661 -4.964 -0.556
H 6.698 -3.878 -0.910
H 5.385 -4.774 -1.683
H 7.409 -6.232 -1.260
H 5.958 -6.810 -0.390
H 8.083 -5.129 0.748
H 7.906 -6.742 1.027
H 7.029 -5.479 2.861
H 5.723 -6.350 2.004
H 6.540 -3.433 1.537
H 5.080 -3.950 2.379
C -4.198 -0.455 3.108
C -4.392 0.833 2.298
C -4.735 0.458 0.855
C -5.572 1.624 2.877
C -3.115 1.670 2.385
C -2.724 2.219 3.623
C -1.581 2.980 3.768
C -0.785 3.191 2.646
S 0.709 4.065 2.470
C 0.727 3.639 0.772
N -0.283 2.935 0.382
C -1.152 2.650 1.414
C -2.318 1.895 1.280
C 1.816 3.929 -0.162
C 2.864 4.788 0.153
C 3.881 4.982 -0.767
C 3.829 4.313 -1.986
C 2.773 3.462 -2.286
C 1.732 3.244 -1.387
H -5.106 -1.061 3.076
H -3.969 -0.240 4.153
H -3.378 -1.046 2.696
H -5.662 -0.118 0.845
H -3.963 -0.147 0.379
H -4.887 1.346 0.240
H -6.485 1.029 2.811
H -5.726 2.546 2.316
H -5.418 1.885 3.925
H -3.338 2.051 4.497
H -1.315 3.397 4.729
H -2.559 1.517 0.298
H 2.881 5.313 1.101
H 4.697 5.656 -0.545
H 4.619 4.467 -2.711
H 2.747 2.969 -3.251
Cl -2.455 3.691 -5.462
C -0.739 3.283 -5.340
Cl 0.280 4.668 -5.823
C -0.334 2.842 -3.929
O 0.387 1.830 -3.875
O -0.688 3.528 -2.950
H -0.534 2.482 -6.041
Br -3.397 5.708 1.457
C -4.992 4.985 0.737
C -6.161 5.178 1.462
C -7.356 4.650 1.005
C -7.378 3.926 -0.178
C -6.210 3.747 -0.900
C -4.998 4.277 -0.459
I -3.292 3.949 -1.608
H -6.121 5.735 2.388
H -8.261 4.797 1.579
H -8.304 3.501 -0.543
H -6.224 3.183 -1.823
*
```

Computed properties:
gap between HOMO and LUMO = 0.141 hartree
largest force on an atom = 1.11 eV Å⁻¹
energy relative to the best compared isomer or geometry (same formula, charge and spin) = 0.000 eV
HOMO energy = -5.89 eV